Record 1
The following is a quantum chemistry calculation of a molecular structure, C23H26O5S5Ta in a non-equilibrium geometry, from OMol25.

For the LUMO energy, the calculation gives -4.24 eV. The multiplicity is 1. The frontier orbital gap comes out at 6.767 eV. As for the total charge: +1. The energy above the lowest of the compared OMol25 structures with the same formula, charge and spin comes out at 16.8 kcal per mole.

Each line ends with the Mulliken charge.
Element x y z (Å)
Ta: 1.21110 -0.76372 -0.13907  1.35
C: 0.65616 2.22369 2.17949  -2.33
C: 0.28304 2.01797 0.72727  0.92
C: 1.22082 2.17953 -0.32506  1.07
C: 2.63611 2.64174 -0.06536  -2.20
C: 0.76347 2.21936 -1.66053  1.18
C: 1.75971 2.49206 -2.75803  -2.04
C: -0.60439 2.15594 -1.94234  1.28
C: -1.07572 2.11800 -3.37392  -2.73
C: -1.53388 2.11441 -0.89027  0.92
C: -3.01047 2.24751 -1.17493  -2.44
C: -1.09538 1.97426 0.42502  1.35
C: -2.08696 1.89683 1.56036  -2.43
H: 1.71160 2.42341 2.32614  0.49
H: 0.37777 1.37495 2.80906  0.44
H: 0.11145 3.08721 2.56813  0.44
H: 3.33278 2.26155 -0.80882  0.43
H: 3.01656 2.36051 0.90763  0.43
H: 2.65781 3.73470 -0.12794  0.42
H: 2.57650 1.76778 -2.77299  0.24
H: 2.22056 3.47195 -2.60850  0.41
H: 1.30407 2.49649 -3.74268  0.43
H: -1.08730 3.11246 -3.82956  0.39
H: -2.07694 1.70522 -3.45722  0.54
H: -0.42230 1.48868 -3.97814  0.62
H: -3.49498 1.27326 -1.31582  0.34
H: -3.18946 2.82726 -2.07733  0.54
H: -3.52696 2.75622 -0.36241  0.39
H: -1.72963 1.24372 2.35562  0.48
H: -3.05647 1.52233 1.23369  0.57
H: -2.25702 2.88334 2.00363  0.42
O: 0.92108 -4.76462 -0.21087  -0.53
C: 0.45618 -3.73079 0.10400  -0.14
O: 1.25501 -2.59638 0.28918  -0.38
C: -0.97232 -3.40730 0.47619  -0.03
C: -0.96296 -2.58923 1.79207  -0.05
C: -2.32732 -2.63626 2.45741  -1.08
C: -3.16916 -1.78372 1.47772  -0.77
C: -2.11858 -1.30154 0.48323  0.10
O: -0.89268 -1.21894 1.28583  -0.30
C: -1.70183 -2.39833 -0.49736  0.80
C: -0.70411 -1.83912 -1.49453  -0.63
O: -0.37600 -0.52212 -1.25945  -0.05
O: -0.08488 -2.49929 -2.28321  -0.50
H: -1.51213 -4.34499 0.56536  0.66
H: -0.11118 -2.77327 2.43963  0.66
H: -2.68796 -3.65722 2.57112  0.36
H: -2.27929 -2.18041 3.44372  0.41
H: -3.95064 -2.35367 0.97514  0.41
H: -3.63978 -0.94208 1.98129  0.33
H: -2.31057 -0.34155 0.02418  -0.22
H: -2.52063 -2.87656 -1.03000  0.68
S: 6.30163 -4.53209 1.28631  -0.14
C: 5.28705 -3.32626 0.94187  0.12
S: 4.93867 -2.78571 -0.68557  -0.03
C: 3.89161 -1.46183 -0.25375  0.15
C: 3.65231 -1.27815 1.07825  0.29
S: 2.52208 -0.14045 1.74877  -0.51
S: 4.44021 -2.39551 2.15996  -0.03
S: 3.06459 -0.63120 -1.55164  -0.52

***

Record 2
The following is a quantum chemistry calculation of a molecular structure, C35H52IrOP3Sb in a non-equilibrium geometry, from OMol25.

For the LUMO energy (spin up / spin down), the calculation gives -10.82 / -15.01 eV. The multiplicity is 6. The frontier orbital gap (spin up / spin down) comes out at 6.511 / 2.831 eV. As for the total charge: +4. The expectation value of S² is 8.791. The energy above the lowest of the compared OMol25 structures with the same formula, charge and spin comes out at 0.8 kcal per mole.

Each line ends with the Löwdin spin population.
Element x y z (Å)
Ir: -0.20839 -0.17022 -0.65244  1.69
P: -1.96576 -1.50897 -0.35278  0.22
P: 0.92384 -0.60038 1.16050  0.21
P: 1.15041 -1.54076 -1.89884  0.17
H: -1.58769 3.92847 -0.70289  0.00
C: -1.12240 3.46953 -1.58955  0.02
C: -1.56517 2.02970 -1.72562  0.07
H: -1.78674 1.52303 -0.75108  0.04
C: -3.30716 -0.55195 0.42993  0.05
C: -1.80301 -3.04699 0.62026  0.02
C: -2.61145 -2.00621 -1.98838  0.07
C: 2.36776 0.51389 1.10709  0.10
C: -0.04905 -0.14495 2.61277  0.05
C: 1.61576 -2.21530 1.61428  0.01
C: 0.60025 -1.80053 -3.61911  0.04
C: 1.72614 -3.20284 -1.42692  0.02
C: 2.74977 -0.68819 -2.15129  0.04
H: -1.53284 4.08106 -2.44208  0.00
H: -2.43448 1.86887 -2.40436  0.00
H: -3.38100 0.44682 -0.02534  0.00
H: -3.13109 -0.44209 1.50952  0.00
H: -4.26740 -1.07112 0.28774  0.01
H: -1.45735 -2.81912 1.63744  0.00
H: -1.09018 -3.74021 0.14976  0.00
H: -2.78640 -3.53617 0.70353  0.01
H: -2.55738 -1.15051 -2.67418  0.00
H: -3.66092 -2.31848 -1.90033  0.01
H: -2.02385 -2.82847 -2.41582  0.00
H: 3.28177 -0.05698 1.29058  0.01
H: 2.27949 1.26393 1.89679  0.00
H: 2.45390 1.02878 0.14387  0.01
H: 0.06720 -0.91401 3.38376  0.01
H: -1.10808 -0.00394 2.36639  0.01
H: 0.31641 0.80762 3.00835  0.00
H: 2.63098 -2.33503 1.22060  0.00
H: 1.00766 -3.05203 1.25187  0.00
H: 1.67935 -2.25871 2.71043  0.00
H: 0.78518 -2.84621 -3.90931  0.00
H: 1.13514 -1.10117 -4.27722  0.00
H: -0.46393 -1.58280 -3.75304  0.00
H: 1.96998 -3.74545 -2.35230  0.00
H: 0.95502 -3.75980 -0.88044  0.00
H: 2.63546 -3.12860 -0.81456  0.00
H: 3.15405 -0.98290 -3.12847  0.01
H: 3.47214 -0.98301 -1.38045  0.00
H: 2.63054 0.40247 -2.14812  0.00
C: 0.08156 1.69315 -3.58683  0.26
C: 1.37130 2.23461 -3.66245  0.06
C: 2.00905 2.22648 -4.90271  0.09
C: 1.33913 1.73274 -6.03216  0.32
C: 0.02085 1.26333 -5.93715  0.08
C: -0.63891 1.26199 -4.70614  0.07
O: -0.36700 1.36047 -2.30686  0.18
H: -0.01982 3.61701 -1.63603  0.00
H: 1.89706 2.60784 -2.77442  0.00
H: 3.05813 2.56190 -4.96285  0.00
H: 1.85492 1.65649 -7.00004  0.01
H: -0.49103 0.83732 -6.80757  0.00
H: -1.63580 0.82808 -4.59824  0.00
C: -1.27561 8.23070 3.20722  0.24
C: -0.37175 7.87898 2.19894  0.07
C: -0.26120 6.54754 1.78276  0.06
C: -1.05628 5.56603 2.38995  0.25
C: -1.98595 5.91099 3.37445  0.10
C: -2.09068 7.25020 3.78163  0.04
Sb: -0.63591 3.50563 1.88186  0.11
C: 0.93902 3.33609 3.37338  0.07
C: 2.23672 3.63640 2.93423  0.00
C: 3.30818 3.58923 3.83255  0.00
C: 3.08409 3.27168 5.17886  0.00
C: 1.77466 3.05753 5.63068  0.01
C: 0.69147 3.11819 4.73376  0.01
C: -2.52196 2.65722 2.56578  0.01
C: -2.63685 1.82673 3.68942  0.00
C: -3.88162 1.26633 4.01897  0.00
C: -5.01568 1.55443 3.24678  0.01
C: -4.90635 2.42756 2.15868  0.00
C: -3.66749 2.98876 1.82336  0.01
H: -1.34516 9.26783 3.54225  0.01
H: 0.25224 8.63928 1.72376  0.00
H: 0.44129 6.28910 0.98844  0.00
H: -2.63484 5.15306 3.82404  0.00
H: -2.81918 7.52503 4.55074  0.00
H: 2.43514 3.89684 1.88888  0.00
H: 4.31762 3.78900 3.46884  0.00
H: 3.92286 3.21037 5.87341  0.00
H: 1.58765 2.83421 6.68316  0.00
H: -0.32580 2.98753 5.10966  0.00
H: -1.77269 1.57522 4.30239  0.00
H: -3.95420 0.58995 4.87331  0.00
H: -5.97566 1.11297 3.50170  0.00
H: -5.78279 2.66855 1.55201  0.00
H: -3.60972 3.66165 0.96878  0.00

***

Record 3
The following is a quantum chemistry calculation of 5 unconnected molecules or ions with the total composition C24H37BF9NO9P in a non-equilibrium geometry, from OMol25.

For the LUMO energy, the calculation gives -3.65 eV. The multiplicity is 1. The frontier orbital gap comes out at 7.023 eV. As for the total charge: +1.

Each line ends with the Mulliken charge.
Element x y z (Å)
C: -9.39757 2.83802 3.05137  -1.06
N: -10.08749 1.57519 3.33934  -0.03
C: -10.65497 1.00632 2.08736  -1.01
B: -9.36995 0.60981 4.07371  0.64
O: -9.83270 -0.50836 4.68764  -0.48
P: -7.39878 0.81350 4.33873  0.06
C: -6.73731 -0.45490 5.44958  -0.63
C: -5.30184 -0.32858 5.99567  -1.04
C: -4.32840 0.33580 5.05243  0.82
F: -4.57068 1.67399 4.98201  -0.34
F: -4.52544 -0.15503 3.79495  -0.26
C: -2.84801 0.09184 5.42091  0.50
F: -2.72728 0.28673 6.74415  -0.30
F: -2.59190 -1.19840 5.15047  -0.27
C: -1.74363 0.96708 4.74506  0.66
F: -1.79368 2.20606 5.24954  -0.27
F: -0.57390 0.39371 5.07566  -0.27
C: -1.78500 1.07440 3.19944  0.62
F: -0.69376 1.68468 2.75945  -0.24
F: -2.85771 1.77076 2.80769  -0.24
F: -1.86409 -0.14552 2.66030  -0.28
H: -8.64117 2.74563 2.25805  0.38
H: -8.94662 3.24581 3.95872  0.37
H: -10.13448 3.56995 2.70852  0.31
H: -11.25470 1.77656 1.59467  0.31
H: -9.87138 0.69486 1.38740  0.35
H: -11.31926 0.16856 2.30776  0.35
H: -10.32656 -1.17505 4.19263  0.33
H: -6.77943 0.76117 3.08987  0.15
H: -7.08128 2.07141 4.84660  0.10
H: -7.44807 -0.44429 6.28450  0.49
H: -6.87929 -1.41303 4.94034  0.44
H: -4.92471 -1.34364 6.16282  0.41
H: -5.28326 0.17713 6.96296  0.42
O: 4.68106 1.70165 -1.14897  -0.57
C: 4.00637 1.52532 -0.17834  0.41
O: 2.76066 0.99306 -0.26080  -0.35
C: 2.13373 0.97773 1.02863  -0.08
C: 3.28009 1.02498 2.03548  -0.56
C: 4.32470 1.83578 1.27243  -0.39
H: 1.48434 1.85323 1.10313  0.16
H: 1.52494 0.07839 1.09519  0.18
H: 2.98613 1.45399 2.99093  0.32
H: 3.65498 0.01685 2.21548  0.31
H: 4.20536 2.91151 1.41657  0.27
H: 5.35418 1.56813 1.49381  0.31
O: 9.79024 0.32367 -4.99176  -0.57
C: 8.75996 0.54374 -4.42246  0.50
O: 8.53251 0.12093 -3.15784  -0.37
C: 7.18090 0.42053 -2.76147  -0.26
C: 6.74306 1.56568 -3.66806  -0.38
C: 7.53111 1.26767 -4.94021  -0.44
H: 6.57520 -0.47620 -2.90861  0.21
H: 7.18060 0.67926 -1.70705  0.20
H: 5.66519 1.60507 -3.79689  0.30
H: 7.06714 2.51559 -3.24167  0.25
H: 6.99901 0.58383 -5.60603  0.24
H: 7.82852 2.14527 -5.50820  0.33
O: 7.20123 -2.83777 -8.58041  -0.58
C: 8.38311 -2.65145 -8.55069  0.39
O: 9.24185 -3.34697 -9.33631  -0.36
C: 10.60198 -2.99534 -9.02639  -0.39
C: 10.52295 -1.61709 -8.37688  -0.60
C: 9.16594 -1.68380 -7.68561  0.01
H: 11.00151 -3.74934 -8.34453  0.24
H: 11.17162 -3.01876 -9.95196  0.33
H: 11.35395 -1.41133 -7.70676  0.33
H: 10.50859 -0.84623 -9.14853  0.28
H: 9.23789 -2.10419 -6.68070  0.17
H: 8.65026 -0.72961 -7.62527  0.16
O: -5.59450 -2.73210 -0.86667  -0.58
C: -4.41554 -2.54199 -0.78665  0.34
O: -3.52167 -3.10649 -1.62626  -0.34
C: -2.17386 -2.78007 -1.23307  -0.49
C: -2.30702 -1.50190 -0.41013  -0.25
C: -3.67938 -1.68087 0.22413  -0.17
H: -1.78290 -3.61288 -0.64519  0.27
H: -1.57445 -2.67027 -2.13212  0.33
H: -1.49685 -1.36876 0.30309  0.13
H: -2.31729 -0.63755 -1.07551  0.26
H: -3.63308 -2.23242 1.16618  0.19
H: -4.21999 -0.75066 0.38265  0.31